Below is a 2-piece molecular cluster, C3H10NPSi overall in a non-equilibrium geometry, with properties calculated with wB97M-V/def2-TZVPD.

The HOMO energy (spin up / spin down) is -7.529 / -6.827 eV. As for the electronic energy: -805.7407 Ha. The LUMO energy (spin up / spin down) comes out at -0.3 / -0.5 eV. As for the charge: 0. The calculation puts the HOMO-LUMO gap (spin up / spin down) at 0.2671 / 0.2336 hartree.

Last column: natural (NBO) charge in e.
Cartesian coordinates (Å):
C 0.9608 1.0693 -1.4446  -1.19
C 0.7553 0.8901 1.6991  -1.07
C -0.1671 -1.6778 -0.1081  -1.12
N -2.8856 0.8364 -0.3621  -1.02
Si 0.0989 0.2100 -0.0101  1.67
P -3.4296 -0.5735 0.0083  0.62
H 1.9224 0.7467 -1.6105  0.25
H 0.5107 0.9561 -2.5001  0.27
H 1.1945 2.1899 -1.2864  0.26
H 0.6067 1.9215 1.8121  0.25
H 0.1631 0.4539 2.4113  0.24
H 1.7563 0.6864 1.6638  0.23
H 0.7186 -2.1923 0.1716  0.25
H -1.0340 -1.8045 0.3539  0.24
H -0.2368 -2.0044 -1.2268  0.25
H -4.6827 -0.5840 -0.6793  -0.13

Below is C42H55MnN3O4S as an isolated structure, with properties calculated with wB97M-V/def2-TZVPD.

Its spin multiplicity is 6. The HOMO energy (spin up / spin down) is -6.386 / -6.773 eV. As for the electronic energy: -3647.9333 Ha. The LUMO energy (spin up / spin down) comes out at 0.5 / 0.5 eV. As for the charge: 0. The calculation puts the HOMO-LUMO gap (spin up / spin down) at 0.2514 / 0.2655 hartree.

Last column: Löwdin spin population.
Cartesian coordinates (Å):
Mn 0.3682 0.6596 0.4831  4.70
C 2.7322 -0.4674 -0.0138  0.03
C 3.0802 0.4196 1.0303  0.04
C 2.8016 1.7473 0.5488  0.03
C 2.2512 1.6053 -0.7577  0.01
C 2.2428 0.2359 -1.1268  0.01
C 2.1688 -0.3168 -2.5360  0.00
C 1.8467 -1.8201 -2.5042  0.00
C 3.5479 -0.1234 -3.1893  0.00
C 1.1364 0.4288 -3.3856  0.00
C 3.1835 3.1393 1.0685  0.00
C 2.8591 3.3665 2.5539  0.00
C 2.4263 4.2328 0.2911  0.00
C 4.6752 3.4119 0.8013  0.00
C 3.6259 -0.1244 2.3575  0.00
C 2.5724 0.0133 3.4698  0.00
C 4.9331 0.5329 2.8175  0.00
C 3.9375 -1.6239 2.2246  0.00
H 2.8466 -1.5384 0.0048  0.00
H 2.0705 2.4191 -1.4437  0.00
H 2.7283 -2.3916 -2.2087  0.00
H 1.5322 -2.1689 -3.4914  0.00
H 1.0574 -2.0213 -1.7792  0.00
H 4.3107 -0.6583 -2.6217  0.00
H 3.8147 0.9348 -3.1998  0.00
H 3.5444 -0.5012 -4.2168  0.00
H 0.1592 0.3652 -2.9163  0.00
H 1.0730 -0.0071 -4.3860  0.00
H 1.4038 1.4827 -3.4892  0.00
H 1.8230 3.0975 2.7516  0.00
H 2.9995 4.4213 2.8071  0.00
H 3.4974 2.7880 3.2174  0.00
H 1.3509 4.0608 0.3170  0.00
H 2.7445 4.2825 -0.7509  0.00
H 2.6376 5.2030 0.7455  0.00
H 5.3298 2.7351 1.3388  0.00
H 4.9220 4.4352 1.1015  0.00
H 4.8838 3.3055 -0.2654  0.00
H 2.2668 1.0501 3.6060  0.00
H 2.9627 -0.3608 4.4217  0.00
H 1.6863 -0.5668 3.2099  0.00
H 4.7960 1.5734 3.0940  0.00
H 5.6919 0.4653 2.0360  0.00
H 5.3097 0.0118 3.7016  0.00
H 3.0340 -2.1988 2.0132  0.00
H 4.3601 -1.9949 3.1613  0.00
H 4.6651 -1.8034 1.4311  0.00
O -0.2128 2.3296 2.0528  0.03
C -0.9064 3.5051 1.7462  0.00
C -1.0940 3.6733 0.2621  0.00
C -1.3731 4.9357 -0.2539  0.00
C -1.5458 5.0873 -1.6148  0.00
C -1.4528 3.9594 -2.4201  0.00
C -1.1736 2.7475 -1.8210  0.00
N -0.9801 2.5945 -0.5095  0.02
H -0.7036 1.8498 2.7961  0.00
H -0.3591 4.3776 2.1247  0.00
H -1.8941 3.5050 2.2220  0.00
H -1.4309 5.7862 0.4138  0.00
H -1.7352 6.0626 -2.0436  0.00
H -1.5867 4.0266 -3.4910  0.00
H -1.0913 1.8510 -2.4195  0.00
C 0.1008 -4.0142 2.6143  0.00
N -0.4312 -2.7030 2.9415  0.00
C -1.0957 -2.4534 4.1068  0.00
C -1.4970 -1.2158 4.4394  0.00
C -1.1737 -0.1170 3.5504  0.00
O -1.4457 1.0670 3.8375  0.00
N -0.5400 -0.4070 2.3863  0.02
C -0.2034 -1.6612 2.0422  0.00
O 0.3412 -1.9169 0.9581  0.02
H -0.2047 -4.7235 3.3799  0.00
H 1.1895 -3.9770 2.5655  0.00
H -0.2643 -4.3400 1.6418  0.00
H -1.2811 -3.3156 4.7338  0.00
H -2.0276 -1.0083 5.3551  0.00
O -1.2351 -0.3258 -0.7958  0.03
S -1.6273 -1.3059 -1.8445  0.01
C -3.2053 -0.6694 -2.5622  0.00
C -4.3113 -0.4337 -1.5782  0.00
C -4.1524 0.4313 -0.4945  0.00
C -5.1905 0.6174 0.4066  0.00
C -6.3996 -0.0412 0.2323  0.00
C -6.5694 -0.8906 -0.8508  0.00
C -5.5301 -1.0872 -1.7473  0.00
C -2.3028 -2.7703 -0.9657  0.00
C -2.6721 -3.7880 -2.0014  0.00
C -1.6867 -4.3097 -2.8407  0.00
C -2.0186 -5.2051 -3.8448  0.00
C -3.3397 -5.5916 -4.0237  0.00
C -4.3233 -5.0876 -3.1859  0.00
C -3.9921 -4.1900 -2.1812  0.00
H -3.4909 -1.3957 -3.3240  0.00
H -2.8957 0.2550 -3.0537  0.00
H -3.2151 0.9486 -0.3481  0.00
H -5.0573 1.2820 1.2509  0.00
H -7.2122 0.1149 0.9300  0.00
H -7.5119 -1.4030 -0.9973  0.00
H -5.6647 -1.7474 -2.5967  0.00
H -3.1377 -2.4603 -0.3383  0.00
H -1.4650 -3.0775 -0.3370  0.00
H -0.6537 -4.0116 -2.6979  0.00
H -1.2442 -5.6050 -4.4867  0.00
H -3.5987 -6.2938 -4.8054  0.00
H -5.3533 -5.3954 -3.3141  0.00
H -4.7620 -3.8052 -1.5230  0.00

Below is one molecule with the formula C23H34N6O3 in a non-equilibrium geometry, with properties calculated with wB97M-V/def2-TZVPD.

The HOMO energy is -8.296 eV. As for the electronic energy: -1451.0827 Ha. As for the structure (SMILES): CCC[C@@H](C(=O)NC1CCCC1)N(C(=O)Cn1nnc(-c2ccc(C)o2)n1)C1CCCC1. The LUMO energy comes out at 0.6 eV. As for the charge: 0. The calculation puts the HOMO-LUMO gap at 0.3283 hartree.

Last column: natural (NBO) charge in e.
Cartesian coordinates (Å):
C -2.9181 0.1436 2.9362  -0.60
C -1.8098 0.9389 2.2574  -0.40
C -0.4345 0.3688 2.6019  -0.40
H -0.4294 -0.6942 2.3664  0.23
H -0.2521 0.4777 3.6737  0.21
C 0.7069 1.0834 1.8672  -0.12
N 0.6375 0.9566 0.4041  -0.42
C 0.5881 -0.2603 -0.1526  0.69
O 0.6077 -1.3053 0.4858  -0.66
C 0.5066 -0.3938 -1.6853  -0.30
N -0.8214 -0.1455 -2.1584  0.01
N -1.5828 0.8465 -1.7673  -0.05
N -2.7024 0.7424 -2.3868  -0.25
C -2.6052 -0.3535 -3.1751  0.24
N -1.4120 -0.9274 -3.0360  -0.24
C -3.6585 -0.7963 -4.0335  0.19
C -4.9085 -0.2644 -4.2283  -0.24
C -5.5325 -1.0885 -5.1862  -0.33
C -4.6267 -2.0619 -5.5102  0.31
O -3.4898 -1.8879 -4.8134  -0.38
C -4.7089 -3.2047 -6.4559  -0.65
H -5.6788 -3.2098 -6.9434  0.23
H -3.9275 -3.1280 -7.2109  0.23
H -4.5684 -4.1456 -5.9254  0.23
H -6.5202 -0.9777 -5.5845  0.23
H -5.3068 0.6006 -3.7406  0.24
H 1.2289 0.2476 -2.1982  0.22
H 0.7298 -1.4374 -1.9238  0.27
C 0.7097 2.2029 -0.3483  -0.02
H 0.6360 1.9609 -1.4058  0.21
C -0.4210 3.2052 -0.0626  -0.42
C 0.2048 4.5406 -0.4497  -0.40
H -0.3512 5.3897 -0.0567  0.21
C 1.6130 4.4397 0.1337  -0.40
H 2.3058 5.1419 -0.3264  0.21
H 1.5837 4.6477 1.2036  0.20
C 2.0261 2.9814 -0.1052  -0.44
H 2.5759 2.5883 0.7466  0.25
H 2.6725 2.8996 -0.9795  0.20
H 0.2514 4.6323 -1.5359  0.19
H -0.6804 3.2223 0.9933  0.20
H -1.3135 2.9613 -0.6339  0.24
H 0.6346 2.1516 2.0833  0.23
C 2.0923 0.6735 2.4221  0.68
O 2.8754 1.5280 2.7981  -0.65
N 2.3251 -0.6394 2.4832  -0.63
H 1.6722 -1.2661 2.0246  0.43
C 3.5773 -1.2032 2.9372  -0.06
H 4.1437 -0.3742 3.3678  0.24
C 4.3341 -1.8809 1.7724  -0.41
H 5.2698 -1.3721 1.5484  0.22
H 3.7094 -1.8453 0.8783  0.21
C 4.5548 -3.3338 2.2009  -0.40
C 3.3968 -3.6088 3.1551  -0.40
H 3.5634 -4.4859 3.7783  0.21
C 3.3212 -2.3181 3.9654  -0.41
H 2.3631 -2.1830 4.4646  0.22
H 4.1076 -2.3084 4.7205  0.21
H 2.4748 -3.7533 2.5903  0.20
H 4.5718 -4.0149 1.3516  0.21
H 5.5009 -3.4285 2.7360  0.20
H -1.9565 0.9120 1.1757  0.21
H -1.8694 1.9808 2.5801  0.19
H -3.8910 0.5615 2.6901  0.21
H -2.8976 -0.8934 2.6088  0.20
H -2.7972 0.1643 4.0173  0.20

Below is a 2-piece molecular cluster, C5H12ClP overall in a non-equilibrium geometry, with properties calculated with wB97M-V/def2-TZVPD.

Its spin multiplicity is 3. The HOMO energy (spin up / spin down) is -7.923 / -9.432 eV. As for the electronic energy: -999.1089 Ha. The LUMO energy (spin up / spin down) comes out at 0.9 / -0.8 eV. As for the charge: 0. The calculation puts the HOMO-LUMO gap (spin up / spin down) at 0.3233 / 0.3178 hartree.

Last column: Löwdin spin population.
Cartesian coordinates (Å):
C 1.4954 0.4403 2.0987  0.00
C 0.8201 1.0056 -0.2154  0.02
C -1.0186 0.8337 1.6157  0.05
C -1.5058 -2.7015 -3.7426  0.82
C 0.3947 0.2737 1.0704  0.05
P -0.0691 -1.5581 0.6342  0.69
Cl 0.7430 -2.4797 2.1995  0.17
H 1.0721 0.1542 3.0099  0.00
H 2.4272 -0.1682 2.0309  0.00
H 1.7260 1.4036 1.9765  0.00
H 0.7330 2.0540 -0.2289  0.00
H 0.0788 0.4699 -1.0229  0.00
H 1.8111 0.7318 -0.4086  0.00
H -1.8171 0.8674 0.8614  0.00
H -1.2879 0.2207 2.4822  0.01
H -0.9609 1.8177 2.0107  0.01
H -1.4306 -2.6396 -4.7956  0.06
H -0.9637 -2.0528 -3.1746  0.07
H -1.7389 -3.7806 -3.4218  0.05

Below is a 5-piece molecular cluster, C18H48N3O12S4 overall in a non-equilibrium geometry, with properties calculated with wB97M-V/def2-TZVPD.

The HOMO energy is -12.125 eV. As for the electronic energy: -3374.2693 Ha. The LUMO energy comes out at -2.7 eV. As for the charge: +1. The calculation puts the HOMO-LUMO gap at 0.3449 hartree.

Last column: Löwdin charge in e.
Cartesian coordinates (Å):
C 1.7301 -5.2832 1.2257  -0.09
C 2.0724 -3.7739 1.2019  -0.23
C 0.9600 -2.8959 1.7638  -0.19
C 0.0054 -2.4367 0.6837  -0.18
N -0.8153 -3.5429 0.1597  0.09
C -1.9862 -3.7561 0.7703  -0.39
N -2.6269 -2.7539 1.4330  0.19
N -2.5361 -4.9384 0.6980  0.09
C -1.9909 -6.1076 0.0203  -0.01
H 2.6125 -5.8481 1.4601  0.07
H 0.9678 -5.4748 1.9597  0.06
H 1.3886 -5.5766 0.2464  0.05
H 2.2738 -3.4842 0.1868  0.10
H 2.9630 -3.6220 1.7860  0.10
H 0.4395 -3.3911 2.5752  0.11
H 1.4256 -1.9921 2.1277  0.12
H 0.6262 -2.1060 -0.1318  0.12
H -0.5676 -1.5676 0.9816  0.11
H -0.8973 -3.5298 -0.8501  0.17
H -2.1372 -2.5331 2.3004  0.13
H -3.5575 -3.0628 1.7015  0.09
H -3.4295 -5.0676 1.1489  0.17
H -1.6410 -6.7997 0.7676  0.10
H -2.7496 -6.5849 -0.5701  0.09
H -1.1767 -5.8597 -0.6325  0.08
O 2.1587 -0.0992 -2.2093  -0.29
S 1.4166 1.1238 -2.3084  0.56
O 1.5299 1.9647 -3.4541  -0.26
O 1.6731 1.9817 -0.9963  -0.27
C 3.0442 2.2921 -0.6464  -0.24
C 3.6464 3.3678 -1.5244  -0.06
C -0.2897 0.7913 -2.0259  -0.12
H 3.6412 1.3791 -0.6669  0.11
H 3.0056 2.6336 0.3858  0.12
H 3.7521 3.0294 -2.5543  0.07
H 4.6330 3.6405 -1.1505  0.07
H 3.0129 4.2545 -1.5352  0.09
H -0.3904 0.1773 -1.1348  0.05
H -0.6624 0.2600 -2.9019  0.05
H -0.8133 1.7363 -1.9110  0.08
O -2.1303 -0.9732 -4.6107  -0.30
S -2.3485 -1.1746 -6.0151  0.56
O -1.3107 -0.8888 -6.9489  -0.26
O -3.6717 -0.4071 -6.4354  -0.26
C -3.7617 1.0041 -6.1329  -0.25
C -2.9130 1.8562 -7.0552  -0.07
C -2.9390 -2.8086 -6.2964  -0.12
H -3.5041 1.1698 -5.0855  0.11
H -4.8133 1.2538 -6.2550  0.12
H -1.8508 1.6662 -6.9092  0.07
H -3.0979 2.9125 -6.8613  0.08
H -3.1455 1.6400 -8.0974  0.09
H -3.7470 -3.0193 -5.6015  0.07
H -2.1020 -3.4825 -6.1276  0.08
H -3.2769 -2.8827 -7.3261  0.08
O -4.6515 -1.8768 3.3109  -0.31
S -5.1334 -0.5653 3.6596  0.57
O -4.2052 0.5068 3.8090  -0.26
O -6.0298 -0.6876 4.9564  -0.25
C -5.4632 -1.3156 6.1313  -0.24
C -4.4717 -0.4234 6.8509  -0.07
C -6.4060 -0.0849 2.5457  -0.11
H -5.0166 -2.2717 5.8543  0.11
H -6.3125 -1.5267 6.7763  0.13
H -3.5834 -0.2437 6.2470  0.07
H -4.1588 -0.8920 7.7835  0.09
H -4.9188 0.5448 7.0726  0.09
H -7.1205 -0.8975 2.4496  0.08
H -5.9317 0.1236 1.5890  0.08
H -6.8807 0.8127 2.9317  0.08
O 6.9612 6.2240 -0.3326  -0.27
S 7.2181 5.2580 0.6885  0.56
O 6.2912 4.1917 0.9248  -0.29
O 7.5022 6.0178 2.0554  -0.26
C 6.5152 6.9623 2.5207  -0.25
C 5.2840 6.2892 3.0949  -0.07
C 8.8260 4.5785 0.4707  -0.12
H 6.2560 7.6476 1.7123  0.12
H 7.0172 7.5416 3.2923  0.12
H 4.7308 5.7506 2.3270  0.07
H 4.6204 7.0358 3.5311  0.08
H 5.5647 5.5698 3.8641  0.08
H 9.5330 5.3885 0.3173  0.08
H 8.7838 3.9376 -0.4071  0.08
H 9.0808 3.9942 1.3505  0.08

Below is a 7-piece molecular cluster, C5H22O6 overall in a non-equilibrium geometry, with properties calculated with wB97M-V/def2-TZVPD.

The HOMO energy is -9.394 eV. As for the electronic energy: -655.0118 Ha. As for the structure (SMILES): C=C(C)CC.O.O.O.O.O.O. The LUMO energy comes out at 0.2 eV. As for the charge: 0. The calculation puts the HOMO-LUMO gap at 0.3543 hartree.

Last column: natural (NBO) charge in e.
Cartesian coordinates (Å):
C -0.2785 1.4485 1.9830  -0.63
C 0.2643 -0.0267 1.7578  -0.43
C -0.2559 -0.6545 0.4610  0.07
C -1.2222 -1.5831 0.5673  -0.48
C 0.3242 -0.1710 -0.7408  -0.74
H -0.4386 2.0764 1.0942  0.21
H -1.0086 1.2372 2.6481  0.22
H 0.5698 1.8407 2.4418  0.21
H 1.3727 -0.0960 1.4013  0.23
H 0.0864 -0.7647 2.6308  0.21
H -1.5400 -2.0546 -0.4188  0.17
H -1.6931 -2.0363 1.3180  0.20
H 0.0386 -0.7667 -1.5986  0.21
H 0.0075 0.8347 -1.0294  0.28
H 1.3952 0.0755 -0.8551  0.26
H -3.4675 1.1221 -2.0612  0.48
H -2.6083 2.2477 -1.6693  0.46
O -2.9365 1.8432 -2.4370  -0.94
H 1.7731 -2.6801 2.3389  0.49
H 1.7847 -2.5506 0.7740  0.48
O 2.0343 -2.1267 1.5661  -0.97
H -1.1563 3.6045 -1.3507  0.49
H 0.4506 3.1747 -1.4741  0.50
O -0.4757 2.9006 -1.2362  -0.98
H -1.9512 1.5545 0.1575  0.47
H -2.5922 0.3098 0.3472  0.48
O -2.9234 1.2543 0.2387  -0.97
H 0.6549 -3.0380 -1.1435  0.47
H 2.0619 -3.1626 -1.3926  0.46
O 1.4311 -3.7551 -1.0625  -0.92
H 3.4254 -0.3673 -0.0288  0.47
H 4.3630 0.7392 0.1502  0.47
O 3.5552 0.4615 -0.3754  -0.94

Below is one molecule with the formula C5H8 in a non-equilibrium geometry, with properties calculated with wB97M-V/def2-TZVPD.

The HOMO energy is -9.452 eV. As for the electronic energy: -195.2120 Ha. As for the structure (SMILES): CC#CCC. The LUMO energy comes out at 1.1 eV. As for the charge: 0. The calculation puts the HOMO-LUMO gap at 0.3862 hartree.

Last column: natural (NBO) charge in e.
Cartesian coordinates (Å):
C 0.4879 -0.8919 0.6567  -0.02
C 0.0846 -0.2694 -0.2119  -0.02
C 1.1694 -1.8659 1.5146  -0.69
C -1.2287 1.8302 -0.6612  -0.60
C -0.3031 0.6792 -1.2683  -0.47
H 0.7697 -1.9677 2.5472  0.24
H 1.1018 -2.8232 1.0173  0.23
H 2.2897 -1.7952 1.3564  0.24
H -0.6782 2.2059 0.3599  0.21
H -2.1442 1.2561 -0.2401  0.22
H -1.4002 2.6377 -1.3759  0.22
H -0.8298 0.0140 -2.0004  0.22
H 0.6813 0.9901 -1.6942  0.23

Below is an isolated ion of composition C8H14N and charge +1 in a non-equilibrium geometry, with properties calculated with wB97M-V/def2-TZVPD.

Its spin multiplicity is 3. The HOMO energy (spin up / spin down) is -10.866 / -14.209 eV. As for the electronic energy: -367.4815 Ha. The LUMO energy (spin up / spin down) comes out at -3.4 / -7.5 eV. As for the charge: +1. The calculation puts the HOMO-LUMO gap (spin up / spin down) at 0.2755 / 0.2473 hartree.

Last column: Löwdin spin population.
Cartesian coordinates (Å):
C -0.1970 1.9106 -0.2346  0.59
C 1.1148 1.4981 -0.3994  0.44
C 0.2750 -1.9350 -0.2872  0.03
C -1.2183 1.2966 0.6683  0.08
C 1.6562 0.4075 0.3806  0.31
C -1.3607 -0.2687 0.4507  0.05
C 2.7955 -0.4091 0.0191  0.04
C -2.5166 -0.4777 -0.5732  0.01
N -0.0985 -0.8639 0.1742  0.32
H -0.5135 2.7654 -1.0191  0.01
H 1.7364 1.8781 -1.1308  0.02
H -0.3691 -2.7875 -0.3429  0.02
H 1.3019 -2.2089 -0.2600  0.01
H -0.9929 1.3885 1.7048  0.03
H -2.2697 1.7060 0.7042  0.00
H 1.4159 0.4370 1.4026  0.02
H -1.4422 -0.6736 1.4721  0.00
H 2.6202 -1.3385 0.5230  0.00
H 3.6479 0.0750 0.1761  0.01
H 2.9170 -0.6822 -0.9796  0.00
H -3.4001 -0.9524 -0.0192  0.00
H -2.2682 -1.1774 -1.4557  0.00
H -2.8342 0.4122 -0.9741  0.00